Entry 1:
C3H10OS2 | ωB97M-V/def2-TZVPD

## Properties
Relative energy (zero: lowest compared OMol25 entry of this formula, charge and spin): 44.08 kcal per mole
HOMO level: -0.333 Eh
Energy: -26989.37867 eV
SMILES: CCSSC.O

Last column: Löwdin charge in e.
Element x y z (Å)
C 1.013 -1.761 -1.395  -0.19
C 1.236 -1.485 0.150  -0.73
S 1.020 0.207 0.552  0.61
S -1.363 -0.149 0.126  0.54
C -1.582 -1.277 1.508  -0.55
H 1.722 -2.480 -1.818  0.07
H 0.005 -2.001 -1.634  0.03
H 1.340 -0.828 -1.851  0.05
H 2.309 -1.702 0.177  0.07
H 0.648 -2.270 0.598  0.04
H -1.681 -0.710 2.460  0.03
H -0.702 -1.810 1.860  0.00
H -2.423 -1.989 1.628  0.05
O 0.230 4.161 -1.282  -0.07
H -0.635 3.946 -1.657  0.03
H 0.391 3.334 -0.803  0.02

=====

Entry 2:
C3H10OS2 | ωB97M-V/def2-TZVPD

## Properties
Relative energy (zero: lowest compared OMol25 entry of this formula, charge and spin): 41.47 kcal per mole
HOMO level: -0.340 Eh
Energy: -26989.49194 eV
SMILES: CCSSC.O

Last column: Löwdin charge in e.
Element x y z (Å)
C -1.070 -1.781 1.105  -0.15
C 0.433 -1.399 0.816  -0.72
S 0.854 -0.605 -0.686  0.64
S 0.096 1.542 0.232  0.57
C 1.778 1.778 0.710  -0.62
H -1.529 -2.113 0.180  0.05
H -0.967 -2.549 1.889  0.07
H -1.752 -1.018 1.481  0.06
H 1.005 -2.336 0.755  0.06
H 0.748 -0.831 1.698  0.05
H 2.602 1.918 -0.006  0.04
H 2.132 0.856 1.167  0.00
H 1.880 2.798 1.116  0.04
O -2.639 -0.448 -1.869  -0.08
H -3.038 -0.411 -0.982  0.03
H -1.745 -0.546 -1.496  -0.04

=====

Entry 3:
C3H10OSSi | ωB97M-V/def2-TZVPD

## Properties
Relative energy (zero: lowest compared OMol25 entry of this formula, charge and spin): 98.24 kcal per mole
HOMO level: -0.313 Eh
Energy: -24030.23451 eV

Last column: Löwdin charge in e.
Element x y z (Å)
C 0.116 1.392 -1.920  -0.12
C 0.073 1.853 -0.465  -0.32
C 0.621 0.976 0.662  -0.59
O -1.554 -1.169 0.279  -0.50
Si -1.027 -2.571 0.095  0.54
S 1.227 -0.489 0.383  0.65
H -0.875 1.622 -2.379  0.09
H 0.878 1.807 -2.600  0.08
H 0.248 0.326 -1.833  0.01
H -0.924 1.871 -0.178  0.07
H 0.372 2.943 -0.276  0.13
H 0.563 -1.758 3.270  0.02
H 0.557 1.326 1.694  0.06
H -0.729 -3.177 1.351  -0.07
H -0.879 -2.927 -1.318  -0.05
H 1.333 -2.026 3.235  0.02

=====

Entry 4:
C3H10OSSi | ωB97M-V/def2-TZVPD

## Properties
Relative energy (zero: lowest compared OMol25 entry of this formula, charge and spin): 90.55 kcal per mole
HOMO level: -0.336 Eh
Energy: -24030.56791 eV

Last column: Löwdin charge in e.
Element x y z (Å)
C -0.868 0.291 1.354  -0.08
C -0.885 -1.118 -1.463  -0.24
C 0.648 0.158 0.367  -0.60
O 1.803 -1.037 -1.594  -0.62
Si 0.977 1.631 -0.758  0.62
S 0.768 -1.465 -0.594  0.84
H -0.739 1.343 1.733  0.05
H -0.782 -0.419 2.184  0.05
H -1.673 0.230 0.614  0.03
H -1.569 -1.396 -0.626  0.04
H -0.968 -1.859 -2.247  0.04
H -0.956 -0.027 -1.610  0.03
H 1.443 -0.029 1.140  0.05
H 2.216 2.228 -0.376  -0.08
H -0.325 2.306 -0.713  -0.05
H 1.277 1.464 -2.110  -0.09

=====

Entry 5:
C3H10OSi | ωB97M-V/def2-TZVPD

## Properties
Relative energy (zero: lowest compared OMol25 entry of this formula, charge and spin): 54.91 kcal per mole
HOMO level: -0.356 Eh
Energy: -13196.29322 eV
SMILES: CC[SiH2]CO

Last column: Löwdin charge in e.
Element x y z (Å)
C 0.080 2.337 0.088  -0.16
C 0.022 0.860 0.553  -0.40
Si 0.137 -0.451 -0.865  0.74
C 0.108 -2.331 -0.021  -0.40
O 0.169 -2.190 1.374  -0.20
H 1.169 2.693 0.161  0.09
H -0.097 2.360 -1.000  0.05
H -0.626 2.759 0.827  0.07
H -0.832 0.645 1.078  0.02
H 0.847 0.430 1.152  0.06
H 1.526 -0.353 -1.346  -0.05
H -0.942 -0.414 -1.858  -0.06
H 0.939 -2.938 -0.500  0.07
H -0.760 -2.966 -0.053  0.05
H 0.028 -3.146 1.699  0.12

=====

Entry 6:
C3H10OSi | ωB97M-V/def2-TZVPD

## Properties
Relative energy (zero: lowest compared OMol25 entry of this formula, charge and spin): 33.45 kcal per mole
HOMO level: -0.347 Eh
Energy: -13197.22377 eV
SMILES: O[SiH3].C=CC

Last column: Löwdin charge in e.
Element x y z (Å)
O 3.492 0.444 -0.193  -0.28
Si 1.970 0.065 0.159  0.51
H 3.931 1.022 0.435  0.04
H 1.680 0.472 1.636  -0.04
H 2.069 -1.346 0.168  -0.07
H 0.857 0.549 -0.631  -0.08
C -1.344 -1.417 0.162  -0.04
C -1.477 -0.098 0.390  -0.32
C -1.809 0.832 -0.686  -0.15
H -1.149 -2.082 0.989  0.04
H -1.480 -1.871 -0.911  0.11
H -1.140 0.313 1.368  0.10
H -1.791 1.845 -0.275  0.08
H -1.037 0.636 -1.378  0.03
H -2.773 0.636 -1.232  0.10

=====

Entry 7:
C3H10PS2 | ωB97M-V/def2-TZVPD

## Properties
HOMO level: -0.452 Eh
Energy: -34225.26946 eV
Net charge: +1

Last column: Löwdin charge in e.
Element x y z (Å)
S 3.211 -0.921 0.249  0.74
C 1.931 0.341 0.460  -0.58
C 0.495 -0.199 0.353  -0.33
C -0.459 0.853 -0.235  -0.39
P -2.064 0.142 -0.597  0.67
S -3.051 -0.723 0.978  0.55
H 2.911 -1.227 -1.022  -0.13
H 2.097 1.165 -0.233  0.07
H 2.104 0.728 1.464  0.08
H 0.139 -0.488 1.344  0.11
H 0.489 -1.104 -0.261  0.09
H -0.083 1.247 -1.185  0.11
H -0.612 1.697 0.441  0.11
H -2.950 1.102 -1.089  0.02
H -1.905 -0.806 -1.612  0.03
H -2.251 -1.806 0.947  -0.13

=====

Entry 8:
C3H10PS3 | ωB97M-V/def2-TZVPD

## Properties
Relative energy (zero: lowest compared OMol25 entry of this formula, charge and spin): 29.10 kcal per mole
HOMO level: -0.493 Eh
Energy: -45059.27552 eV
Net charge: +1

Last column: Löwdin charge in e.
Element x y z (Å)
C 0.738 2.539 -0.924  -0.06
C 0.073 1.165 -1.289  -0.33
C 0.156 0.276 -0.041  -0.55
P -0.345 -1.335 -0.593  0.62
S -1.393 -2.511 1.663  0.23
S 1.436 -2.132 -1.062  0.54
S -0.963 -2.744 3.717  0.37
H 1.780 2.185 -0.833  0.09
H 0.487 3.003 -0.031  0.05
H 0.411 3.304 -1.668  0.10
H -0.907 1.186 -1.702  0.09
H 0.609 0.753 -2.110  0.08
H -0.448 0.776 0.695  0.08
H 1.267 0.376 0.375  0.14
H -1.691 -1.097 1.644  -0.11
H 1.024 -3.182 -1.810  -0.12
H -2.234 -2.561 3.970  -0.20

=====

Record order is preserved below.
LUMO: -0.039 -0.040 -0.017 0.026 0.031 0.024 -0.140 -0.221 hartree
Record order is preserved below.
Gap between HOMO and LUMO: 0.294 0.300 0.295 0.362 0.387 0.371 0.312 0.272 Ha